1.
Formula: C6H9N
Source: the OMol25 dataset
Level of theory: ωB97M-V/def2-TZVPD

E (eV): -7853.307
Kohn-Sham gap (alpha / beta) (eV): 7.799 / 7.828
Relative energy (zero: lowest compared OMol25 entry of this formula, charge and spin) (kJ/mol): 468.25
Maximum force (eV Å⁻¹): 0.58

```
! wB97M-V def2-TZVPD RIJCOSX def2/J DEFGRID3
* xyz 0 1
C -0.649 1.790 -0.065
C -0.591 0.309 -0.250
C 0.528 -0.343 -1.014
C 1.858 -0.371 -0.389
C 2.956 -0.377 0.106
C -1.099 -1.519 1.035
N -1.526 -0.459 0.330
H 0.238 2.256 -0.500
H -0.637 2.044 1.004
H -1.544 2.253 -0.507
H 0.631 0.191 -1.974
H 0.226 -1.374 -1.246
H 3.927 -0.391 0.546
H -1.611 -2.470 1.051
H -0.193 -1.352 1.595
H -2.513 -0.187 0.279
*
```


2.
Formula: C28H29BN2O3PTl
Source: the OMol25 dataset
Level of theory: ωB97M-V/def2-TZVPD

E (eV): -53276.499
Kohn-Sham gap (eV): 7.660
Maximum force (eV Å⁻¹): 0.76

```
! wB97M-V def2-TZVPD RIJCOSX def2/J DEFGRID3
* xyz 2 1
Tl -1.299 1.873 -0.261
N -2.849 0.863 -1.929
C -3.537 -0.337 -1.522
C -4.766 -0.659 -2.081
C -5.380 -1.856 -1.751
C -4.782 -2.735 -0.853
C -3.594 -2.381 -0.241
C -2.965 -1.177 -0.569
P -1.520 -0.647 0.345
C -0.121 -1.679 -0.085
C -0.176 -2.545 -1.174
C 0.921 -3.343 -1.472
C 2.067 -3.270 -0.693
C 2.137 -2.377 0.372
C 1.051 -1.573 0.671
C -1.896 -0.835 2.090
C -1.401 -1.889 2.855
C -1.720 -1.966 4.203
C -2.525 -0.999 4.787
C -3.030 0.049 4.024
C -2.710 0.134 2.681
H -3.463 1.475 -2.458
H -2.034 0.655 -2.507
H -5.235 0.017 -2.786
H -6.327 -2.111 -2.206
H -5.247 -3.684 -0.626
H -3.148 -3.035 0.499
H -1.077 -2.617 -1.771
H 0.874 -4.031 -2.306
H 2.909 -3.915 -0.911
H 3.036 -2.319 0.972
H 1.101 -0.878 1.503
H -0.777 -2.651 2.405
H -1.337 -2.784 4.799
H -2.758 -1.057 5.842
H -3.661 0.799 4.480
H -3.104 0.956 2.090
C 3.429 -0.038 -2.980
N 2.301 0.512 -2.212
C 2.589 1.206 -0.957
C 1.048 0.440 -2.629
C 0.717 -0.180 -3.953
O 0.098 0.893 -1.934
H 4.329 0.064 -2.384
H 3.577 0.502 -3.914
H 3.278 -1.095 -3.187
H 3.585 0.939 -0.617
H 1.869 0.912 -0.198
H 2.544 2.288 -1.097
H 1.565 -0.607 -4.476
H 0.272 0.589 -4.587
H -0.032 -0.957 -3.797
O 1.048 4.252 0.182
B 0.204 3.281 0.568
O 0.691 2.452 1.559
C 1.960 2.988 1.834
C 2.910 2.540 2.719
C 4.110 3.248 2.727
C 4.322 4.341 1.888
C 3.347 4.780 0.996
C 2.174 4.066 1.002
H 2.741 1.690 3.366
H 4.895 2.938 3.403
H 5.268 4.863 1.930
H 3.501 5.621 0.334
*
```


3.
Formula: C3H6N2
Source: the OMol25 dataset
Level of theory: ωB97M-V/def2-TZVPD

E (eV): -6182.199
Kohn-Sham gap (eV): 10.036
Relative energy (zero: lowest compared OMol25 entry of this formula, charge and spin) (kJ/mol): 612.30
Maximum force (eV Å⁻¹): 4.17

```
! wB97M-V def2-TZVPD RIJCOSX def2/J DEFGRID3
* xyz 0 1
C 2.049 0.202 0.399
C 1.222 -0.704 -0.046
C -1.667 0.015 -1.297
N -2.477 -0.285 -0.231
N -1.447 0.717 -0.073
H 1.931 1.173 0.043
H 2.609 0.117 1.351
H 1.254 -1.739 0.300
H 0.387 -0.540 -0.776
H -3.269 0.308 -0.080
H -0.592 0.734 0.412
*
```


4.
Formula: C5H8
Source: the OMol25 dataset
Level of theory: ωB97M-V/def2-TZVPD

E (eV): -5311.209
Kohn-Sham gap (alpha / beta) (eV): 3.051 / 7.212
Relative energy (zero: lowest compared OMol25 entry of this formula, charge and spin) (kJ/mol): 131.37
Maximum force (eV Å⁻¹): 1.59

```
! wB97M-V def2-TZVPD RIJCOSX def2/J DEFGRID3
* xyz -1 2
C 0.003 1.443 0.259
C -1.395 1.603 0.405
C 0.609 0.076 0.538
C 0.657 -0.754 -0.751
C 0.357 -2.056 -0.762
H 0.684 2.283 0.154
H -1.809 2.598 0.503
H -1.866 0.646 0.607
H 1.622 0.194 0.937
H 0.085 -0.563 1.268
H 0.707 -0.230 -1.699
H 0.302 -2.710 -1.625
H 0.046 -2.529 0.167
*
```


5.
Formula: C43H42FN5O12
Source: the OMol25 dataset
Level of theory: ωB97M-V/def2-TZVPD

E (eV): -79996.763
Structure (SMILES): CCCC[C@@](F)(Cc1ccccc1)OC=O.O=[N+]([O-])c1ccccc1.O=[N+]([O-])c1ccccc1.O=[N+]([O-])c1ccccc1.O=[N+]([O-])c1ccccc1.O=[N+]([O-])c1ccccc1
Kohn-Sham gap (eV): 8.510
Maximum force (eV Å⁻¹): 0.84

```
! wB97M-V def2-TZVPD RIJCOSX def2/J DEFGRID3
* xyz 0 1
C 0.507 0.041 -0.973
C 0.177 1.349 -1.717
C 0.748 2.542 -0.956
C 0.491 3.884 -1.647
C 0.303 5.037 -0.687
F -0.633 4.659 0.268
C 1.591 5.531 0.011
C 1.583 5.363 1.514
C 1.810 4.123 2.094
C 1.760 3.967 3.472
C 1.496 5.071 4.270
C 1.289 6.315 3.708
C 1.342 6.464 2.327
O -0.282 6.128 -1.415
C -1.382 6.705 -0.849
O -2.453 6.708 -1.381
H 0.816 -0.755 -1.648
H 1.307 0.185 -0.244
H -0.357 -0.324 -0.426
H -0.910 1.444 -1.717
H 0.547 1.302 -2.740
H 1.824 2.384 -0.843
H 0.339 2.517 0.054
H 1.330 4.125 -2.301
H -0.421 3.815 -2.242
H 1.709 6.586 -0.224
H 2.455 5.008 -0.399
H 2.032 3.258 1.483
H 1.916 2.986 3.899
H 1.446 4.921 5.341
H 1.080 7.173 4.333
H 1.183 7.442 1.890
H -1.213 7.238 0.098
C -1.583 -6.034 1.605
C -2.369 -5.069 2.219
C -2.568 -3.843 1.607
C -1.973 -3.609 0.379
C -1.181 -4.552 -0.246
C -0.987 -5.775 0.379
N -2.198 -2.316 -0.284
O -2.878 -1.492 0.296
O -1.683 -2.136 -1.368
H -1.441 -6.993 2.084
H -2.826 -5.270 3.175
H -3.177 -3.084 2.073
H -0.727 -4.339 -1.202
H -0.373 -6.527 -0.097
C -9.000 -5.760 3.340
C -8.619 -5.949 2.018
C -7.320 -6.323 1.716
C -6.425 -6.503 2.754
C -6.780 -6.315 4.076
C -8.082 -5.939 4.366
N -5.048 -6.915 2.438
O -4.751 -7.053 1.272
O -4.283 -7.092 3.369
H -10.017 -5.472 3.571
H -9.335 -5.807 1.220
H -7.010 -6.472 0.692
H -6.057 -6.460 4.865
H -8.379 -5.788 5.394
C -2.324 5.095 4.987
C -3.286 5.608 5.847
C -3.858 4.798 6.815
C -3.448 3.481 6.902
C -2.496 2.948 6.053
C -1.933 3.766 5.087
N -4.038 2.619 7.941
O -4.886 3.104 8.661
O -3.641 1.474 8.016
H -1.875 5.731 4.235
H -3.591 6.642 5.766
H -4.607 5.184 7.490
H -2.200 1.914 6.143
H -1.186 3.371 4.413
C 5.559 -3.426 -2.947
C 5.986 -3.252 -1.637
C 5.655 -2.099 -0.944
C 4.898 -1.137 -1.586
C 4.467 -1.287 -2.891
C 4.804 -2.444 -3.574
N 4.528 0.083 -0.851
O 4.924 0.201 0.291
O 3.838 0.901 -1.427
H 5.815 -4.329 -3.485
H 6.574 -4.018 -1.151
H 5.980 -1.951 0.075
H 3.878 -0.516 -3.365
H 4.478 -2.584 -4.591
C 5.647 0.499 -9.997
C 4.738 -0.487 -10.358
C 4.557 -1.596 -9.549
C 5.296 -1.693 -8.385
C 6.210 -0.727 -8.007
C 6.384 0.377 -8.826
N 5.094 -2.860 -7.511
O 4.300 -3.704 -7.865
O 5.732 -2.905 -6.475
H 5.781 1.366 -10.630
H 4.166 -0.391 -11.271
H 3.854 -2.370 -9.818
H 6.774 -0.832 -7.093
H 7.092 1.145 -8.548
*
```


6.
Formula: C3H3NO2
Source: the OMol25 dataset
Level of theory: ωB97M-V/def2-TZVPD

E (eV): -8741.998
Kohn-Sham gap (eV): 10.904
Relative energy (zero: lowest compared OMol25 entry of this formula, charge and spin) (kJ/mol): 302.28
Maximum force (eV Å⁻¹): 1.77

```
! wB97M-V def2-TZVPD RIJCOSX def2/J DEFGRID3
* xyz 0 1
C 0.953 1.043 0.784
O 0.950 -0.049 1.290
C -0.133 -1.792 -0.047
O -0.663 -2.622 0.513
C -1.110 0.130 -1.348
N -1.894 -0.445 -1.968
H -0.397 0.712 -0.807
H 0.224 1.821 1.084
H 1.666 1.316 -0.019
*
```


7.
Formula: C32H38N2O4
Source: the OMol25 dataset
Level of theory: ωB97M-V/def2-TZVPD

E (eV): -44968.407
Kohn-Sham gap (eV): 3.229
Relative energy (zero: lowest compared OMol25 entry of this formula, charge and spin) (kJ/mol): 292.28
Maximum force (eV Å⁻¹): 2.41

```
! wB97M-V def2-TZVPD RIJCOSX def2/J DEFGRID3
* xyz 0 1
C 2.127 5.016 0.271
C 2.765 3.782 0.827
O 2.294 2.732 -0.047
C 2.875 1.568 0.247
C 2.530 0.432 -0.582
C 3.402 -0.775 -0.475
C 4.906 -0.475 -0.333
C 5.736 -1.714 -0.039
C 5.154 -2.539 1.126
C 3.649 -2.828 0.978
C 2.875 -1.552 0.734
C 1.601 0.415 -1.686
O 1.345 -0.603 -2.335
O 1.053 1.599 -1.993
C 0.315 1.603 -3.239
C -0.062 3.040 -3.438
O 3.694 1.505 1.177
H 2.170 5.818 1.005
H 2.647 5.355 -0.630
H 1.087 4.816 0.003
H 3.869 3.861 0.799
H 2.434 3.580 1.863
H 3.227 -1.319 -1.410
H 5.255 0.023 -1.251
H 5.014 0.238 0.493
H 5.778 -2.329 -0.946
H 6.764 -1.419 0.208
H 5.712 -3.480 1.238
H 5.298 -1.967 2.053
H 3.472 -3.517 0.143
H 3.258 -3.290 1.891
H 2.972 -0.872 1.593
H 1.806 -1.751 0.581
H 0.959 1.257 -4.070
H -0.575 0.949 -3.149
H -0.868 3.112 -4.170
H -0.375 3.494 -2.492
H 0.789 3.618 -3.818
C -0.912 -5.555 0.232
N -1.280 -4.160 0.198
C -0.867 -3.193 1.069
C -1.500 -1.960 0.775
C -1.254 -0.752 1.460
C -2.008 0.440 1.278
C -2.158 1.105 0.041
N -2.940 2.214 0.185
C -3.364 3.091 -0.880
C -3.343 2.336 1.510
C -2.817 1.229 2.235
C -3.323 0.999 3.512
C -4.289 1.875 4.040
C -4.787 2.961 3.302
C -4.323 3.193 1.999
C -2.403 -2.257 -0.364
C -2.155 -3.611 -0.733
C -2.835 -4.295 -1.737
C -3.807 -3.583 -2.447
C -4.135 -2.273 -2.058
C -3.485 -1.638 -0.981
H -1.375 -6.037 -0.634
H 0.173 -5.660 0.165
H -1.263 -6.072 1.132
H -0.228 -3.412 1.916
H -0.510 -0.812 2.284
H -1.757 0.837 -0.928
H -4.016 3.855 -0.454
H -2.502 3.584 -1.344
H -3.926 2.561 -1.660
H -2.997 0.111 4.056
H -4.686 1.712 5.040
H -5.525 3.636 3.734
H -4.691 4.005 1.374
H -2.570 -5.333 -1.959
H -4.293 -4.056 -3.295
H -4.927 -1.760 -2.612
H -3.873 -0.703 -0.579
*
```


8.
Formula: C5H7F
Source: the OMol25 dataset
Level of theory: ωB97M-V/def2-TZVPD

E (eV): -8012.594
Structure (SMILES): C=C/C(C)=C/F
Kohn-Sham gap (eV): 10.181
Relative energy (zero: lowest compared OMol25 entry of this formula, charge and spin) (kJ/mol): 252.48
Maximum force (eV Å⁻¹): 6.29

```
! wB97M-V def2-TZVPD RIJCOSX def2/J DEFGRID3
* xyz 0 1
C -0.097 1.722 -0.746
C 0.772 0.889 -0.216
C 0.494 -1.966 -1.072
C 0.391 -0.743 -0.346
C -0.626 -0.916 0.799
F -0.189 -3.031 -0.619
H -0.953 1.506 -1.340
H -0.003 2.805 -0.364
H 1.507 1.159 0.544
H 1.144 -2.232 -1.819
H -0.615 -1.998 0.974
H -1.550 -0.520 0.399
H -0.196 -0.321 1.628
*
```


9.
Formula: C13H18NO5PV
Source: the OMol25 dataset
Level of theory: ωB97M-V/def2-TZVPD

E (eV): -60477.832
Kohn-Sham gap (alpha / beta) (eV): 7.175 / 6.449
Maximum force (eV Å⁻¹): 4.40

```
! wB97M-V def2-TZVPD RIJCOSX def2/J DEFGRID3
* xyz 0 2
V -0.033 -0.560 -2.338
O 0.451 4.649 0.247
C 0.376 3.557 -0.537
C 1.519 2.860 -0.953
C 1.348 1.667 -1.630
N 0.126 1.187 -1.866
C -0.977 1.883 -1.576
C -0.894 3.090 -0.912
C -2.224 1.078 -1.977
O -3.336 1.563 -1.896
O -1.925 -0.110 -2.346
C 2.405 0.681 -2.164
O 3.577 1.001 -2.219
O 1.884 -0.433 -2.508
H 1.371 4.841 0.475
H 2.514 3.204 -0.713
H -1.785 3.630 -0.630
C 2.105 -0.207 1.187
C 1.318 -1.480 0.895
P -0.181 -1.232 -0.157
C -1.000 -2.891 -0.167
C -0.715 -3.834 0.998
C -1.265 -0.141 0.878
C -1.646 -0.611 2.278
H 2.891 -0.427 1.911
H 1.458 0.565 1.601
H 2.584 0.182 0.291
H 0.976 -1.922 1.834
H 1.961 -2.196 0.376
H -0.680 -3.371 -1.102
H -2.072 -2.682 -0.250
H 0.332 -4.129 1.014
H -1.315 -4.733 0.874
H -0.968 -3.385 1.955
H -2.172 0.013 0.287
H -0.750 0.825 0.949
H -2.244 -1.517 2.246
H -2.246 0.167 2.746
H -0.770 -0.781 2.899
*
```


10.
Formula: C27H33ClN2O4Ru
Source: the OMol25 dataset
Level of theory: ωB97M-V/def2-TZVPD

E (eV): -54806.640
Kohn-Sham gap (alpha / beta) (eV): 3.676 / 6.904
Maximum force (eV Å⁻¹): 4.56

```
! wB97M-V def2-TZVPD RIJCOSX def2/J DEFGRID3
* xyz -1 6
Ru 0.282 0.174 -0.361
Cl -0.549 -0.555 -2.488
N 0.601 -1.876 0.018
N -0.708 2.006 -0.875
C 1.855 -2.219 0.213
C 0.018 2.970 -1.372
C -0.216 -3.141 0.017
C 0.719 -4.073 0.778
C -0.422 -3.718 -1.370
C -1.553 -2.942 0.686
H 0.533 -4.035 -1.810
H -0.911 -2.998 -2.031
H -1.059 -4.608 -1.266
H -1.408 -2.563 1.699
H -2.065 -3.913 0.747
H -2.180 -2.249 0.115
C -2.154 2.407 -0.959
C -2.069 3.725 -1.721
C -2.693 2.630 0.441
C -3.030 1.415 -1.695
H -2.691 1.297 -2.729
H -4.053 1.821 -1.712
H -3.050 0.441 -1.193
H -2.158 3.475 0.895
H -2.556 1.725 1.040
H -3.765 2.864 0.376
O -0.643 4.027 -1.834
H -2.548 4.558 -1.190
H -2.454 3.662 -2.747
O 2.054 -3.458 0.635
H 0.799 -5.087 0.369
H 0.476 -4.110 1.850
C 2.992 -1.288 -0.016
C 1.505 2.965 -1.453
C 2.028 1.703 -2.039
H 1.837 2.988 -0.401
H 1.836 3.849 -2.004
C 1.896 0.545 -1.290
C 2.811 -0.513 -1.279
H 0.292 0.299 1.436
C 3.351 -0.762 -2.538
C 3.177 0.215 -3.547
C 4.007 -2.084 -2.765
C 2.555 1.461 -3.307
H 3.611 0.030 -4.531
C 2.352 2.513 -4.347
H 2.748 2.216 -5.319
H 2.832 3.454 -4.049
H 1.275 2.720 -4.451
H 4.813 -2.253 -2.036
H 4.426 -2.175 -3.767
H 3.276 -2.897 -2.621
H 3.924 -1.858 -0.016
H 2.966 -0.566 0.820
O 0.347 0.540 2.432
C -0.896 0.100 2.652
O -1.614 -0.212 1.673
C -1.249 0.044 4.041
C -2.561 -0.376 4.198
C -3.159 -0.213 5.432
C -2.384 0.236 6.521
C -1.010 0.516 6.366
C -0.408 0.416 5.118
H -3.088 -0.744 3.313
H -4.223 -0.393 5.493
H -2.873 0.389 7.489
H -0.457 0.851 7.244
H 0.665 0.630 5.019
*
```


11.
Formula: C3H16N2O3
Source: the OMol25 dataset
Level of theory: ωB97M-V/def2-TZVPD

E (eV): -12492.993
Structure (SMILES): NCCCN.O.O.O
Kohn-Sham gap (eV): 9.819
Relative energy (zero: lowest compared OMol25 entry of this formula, charge and spin) (kJ/mol): 70.85
Maximum force (eV Å⁻¹): 1.05

```
! wB97M-V def2-TZVPD RIJCOSX def2/J DEFGRID3
* xyz 0 1
N 1.095 0.119 1.515
C 1.712 0.006 0.180
C 0.704 -0.455 -0.860
C 0.461 -1.967 -0.955
N -0.983 -2.273 -0.913
H 1.431 -0.481 2.247
H 0.105 -0.007 1.343
H 2.065 0.990 -0.138
H 2.592 -0.645 0.162
H 0.836 -0.060 -1.866
H -0.248 -0.016 -0.548
H 0.966 -2.382 -1.838
H 0.911 -2.522 -0.126
H -1.092 -3.250 -0.669
H -1.410 -2.110 -1.814
H -0.226 2.309 1.625
H 0.799 3.393 1.605
O -0.154 3.271 1.694
H -2.985 -0.322 0.389
H -1.983 -1.211 1.108
O -2.329 -0.312 1.090
H -0.318 3.119 -0.613
H -1.429 2.449 -1.457
O -0.521 2.357 -1.161
*
```


12.
Formula: C8H10Cl2CuN2
Source: the OMol25 dataset
Level of theory: ωB97M-V/def2-TZVPD

E (eV): -81117.003
Kohn-Sham gap (alpha / beta) (eV): 8.028 / 6.421
Relative energy (zero: lowest compared OMol25 entry of this formula, charge and spin) (kJ/mol): 596.64
Maximum force (eV Å⁻¹): 5.09

```
! wB97M-V def2-TZVPD RIJCOSX def2/J DEFGRID3
* xyz 0 2
Cu -0.530 -0.494 0.384
Cl -2.473 -0.600 0.950
Cl 0.516 -2.254 0.642
N 0.488 -1.031 -1.784
C -0.806 -1.292 -1.666
C -1.519 -0.168 -1.498
C -0.534 0.890 -1.397
C 0.721 0.304 -1.513
H 1.180 -1.707 -2.076
H -1.137 -2.311 -1.799
H -2.591 -0.048 -1.558
H -0.609 1.955 -1.235
H 1.749 0.614 -1.631
N 1.334 -0.122 1.758
C 0.101 0.089 2.339
C -0.470 1.111 1.665
C 0.315 1.481 0.618
C 1.453 0.676 0.656
H 2.040 -0.784 2.046
H -0.162 -0.458 3.232
H -1.476 1.365 1.966
H 0.087 2.235 -0.121
H 2.319 0.550 0.022
*
```